Record 1
DFT (ωB97M-V with the def2-TZVPD basis set) results for the molecule C6H8O3.

## Properties
frontier orbital gap	10.428	eV
SMILES	C[C@@]1(CO)C=CC(=O)O1
relative energy (zero: lowest compared OMol25 entry of this formula, charge and spin)	71.0	kcal per mole

Structure (ORCA input):
```
! RIJCOSX wB97M-V def2-TZVPD def2/J DEFGRID3
* xyz 0 1
C 0.50447 1.37661 0.84042
C 0.13920 0.25010 -0.10425
C 1.19731 0.03629 -1.13527
O 1.99077 -1.09687 -0.82222
C -0.36935 -0.98275 0.68265
C -1.68660 -1.23450 0.45073
C -2.13928 -0.12473 -0.49081
O -3.34168 -0.01593 -0.83489
O -1.14702 0.65681 -0.80889
H -0.39272 1.35619 1.53233
H 1.38468 1.06919 1.52165
H 0.53851 2.06816 0.23198
H 1.83523 1.09986 -1.34535
H 0.68048 -0.14076 -2.00864
H 2.62055 -0.86645 -0.12933
H 0.51376 -1.67241 1.37500
H -2.32830 -1.77880 1.04489
*
```

Record 2
DFT (ωB97M-V with the def2-TZVPD basis set) results for a structure of composition AgH10O5.

## Properties
frontier orbital gap	10.481	eV
relative energy (zero: lowest compared OMol25 entry of this formula, charge and spin)	8.8	kcal per mole

Structure (ORCA input):
```
! RIJCOSX wB97M-V def2-TZVPD def2/J DEFGRID3
* xyz 1 1
Ag -14.89800 18.23400 5.09000
O -16.25300 16.93600 3.84700
H -15.83900 16.12900 4.17000
H -16.63300 16.74600 3.00100
O -13.08100 16.77800 4.56300
H -13.13300 16.46500 3.64900
H -12.17400 16.64300 4.94200
O -15.42800 17.75000 7.59700
H -15.75100 17.17800 8.28900
H -14.57500 17.99200 7.91800
O -13.01600 19.66900 6.03300
H -12.40600 20.14900 5.49100
H -12.55700 19.54200 6.87300
O -13.78600 19.33300 2.84800
H -14.01100 18.95900 2.03700
H -12.91800 19.03200 2.95600
*
```

Record 3
DFT (ωB97M-V with the def2-TZVPD basis set) results for the molecule C3H5NO2.

## Properties
frontier orbital gap	10.655	eV
relative energy (zero: lowest compared OMol25 entry of this formula, charge and spin)	41.1	kcal per mole

Structure (ORCA input):
```
! RIJCOSX wB97M-V def2-TZVPD def2/J DEFGRID3
* xyz 0 1
C -0.02048 -1.29549 1.11027
C -0.07681 -0.17030 0.13170
O -1.15521 0.09825 -0.52766
N 0.84805 0.65098 -0.24300
C -0.39004 1.34808 -1.32982
O -0.25075 1.25184 -2.50734
H 0.02839 -2.23603 0.55232
H -0.93089 -1.31070 1.71355
H 0.85570 -1.22137 1.75786
H 1.80150 0.66172 0.09414
H -0.70947 2.22302 -0.75201
*
```

Record 4
DFT (ωB97M-V with the def2-TZVPD basis set) results for the molecule C3H6N2O2.

## Properties
frontier orbital gap	11.023	eV
SMILES	[H]/N=C(/NC=O)OC
relative energy (zero: lowest compared OMol25 entry of this formula, charge and spin)	42.3	kcal per mole

Structure (ORCA input):
```
! RIJCOSX wB97M-V def2-TZVPD def2/J DEFGRID3
* xyz 0 1
H 2.20433 0.98272 -1.40038
N 1.85584 0.03696 -1.25079
C 0.91584 0.03466 -0.40843
N 0.32518 -1.19318 -0.01289
C -0.85334 -1.63270 -0.57527
O -1.26945 -2.75916 -0.45058
O 0.43949 1.15229 0.18285
C -0.61483 1.09311 1.14201
H 0.96852 -1.92957 0.26017
H -1.37863 -0.84465 -1.15257
H -0.43673 1.89455 1.85878
H -0.63524 0.13775 1.66762
H -1.57667 1.26141 0.64718
*
```